1.
{"formula": "C27H28AuI4N2O", "method": "ωB97M-V with the def2-TZVPD basis set", "largest_force_ha_per_bohr": 0.0120, "e_above_lowest_kj_mol": 0.00, "gap_ha": [0.2709, 0.2196], "charge": 1, "spin_multiplicity": 3, "e_tot_ev": -69571.0295, "e_lumo_ev": [-3.56, -5.24], "s2": 2.082, "elements": ["Au", "I", "C", "C", "C", "I", "C", "C", "C", "C", "N", "C", "C", "O", "H", "H", "H", "H", "C", "C", "C", "C", "C", "C", "C", "C", "N", "C", "C", "C", "C", "C", "C", "C", "C", "C", "C", "H", "H", "H", "H", "H", "H", "H", "H", "H", "H", "H", "H", "H", "H", "H", "H", "H", "H", "H", "H", "H", "H", "H", "H", "I", "I"], "positions_angstrom": [[-0.58, -1.64, -0.07], [-4.91, 0.67, -3.01], [-4.85, -0.65, -1.44], [-6.00, -0.96, -0.72], [-5.97, -1.86, 0.32], [-7.75, -2.26, 1.28], [-4.74, -2.50, 0.75], [-4.66, -3.42, 1.80], [-3.45, -3.97, 2.13], [-2.32, -3.58, 1.43], [-2.36, -2.70, 0.43], [-3.56, -2.18, 0.07], [-3.57, -1.26, -1.11], [-2.56, -1.10, -1.78], [-6.93, -0.50, -1.00], [-5.56, -3.69, 2.35], [-3.36, -4.69, 2.93], [-1.35, -3.99, 1.67], [1.16, -1.43, 4.81], [1.42, -0.43, 3.71], [2.04, 0.79, 3.99], [2.29, 1.73, 2.98], [2.97, 3.04, 3.30], [1.92, 1.45, 1.69], [1.27, 0.23, 1.35], [1.04, -0.69, 2.42], [0.88, -0.14, 0.11], [1.16, 0.66, -1.11], [0.68, -0.16, -2.32], [0.92, 0.59, -3.63], [2.41, 0.89, -3.80], [2.89, 1.72, -2.61], [2.10, 3.03, -2.54], [0.60, 2.74, -2.41], [0.13, 1.91, -3.60], [0.34, 1.97, -1.11], [2.67, 0.93, -1.31], [1.84, -1.28, 5.65], [1.27, -2.45, 4.45], [0.14, -1.32, 5.20], [2.35, 1.01, 5.00], [3.18, 3.13, 4.37], [2.34, 3.89, 3.01], [3.91, 3.13, 2.76], [2.12, 2.19, 0.93], [0.59, -1.65, 2.18], [-0.39, -0.37, -2.22], [1.22, -1.12, -2.34], [0.57, -0.03, -4.46], [2.58, 1.43, -4.73], [2.98, -0.04, -3.86], [3.95, 1.93, -2.71], [2.28, 3.62, -3.44], [2.44, 3.64, -1.69], [0.04, 3.68, -2.37], [0.29, 2.46, -4.53], [-0.94, 1.70, -3.52], [-0.72, 1.71, -1.03], [0.58, 2.60, -0.25], [3.11, 1.47, -0.48], [3.19, -0.04, -1.37], [2.57, -2.89, 0.04], [4.09, -5.00, -0.54]]}

=====

2.
{"formula": "C27H28BBrF13HoN7O3S2", "method": "ωB97M-V with the def2-TZVPD basis set", "largest_force_ha_per_bohr": 0.0664, "gap_ha": [0.2030, 0.2210], "charge": 0, "spin_multiplicity": 6, "e_tot_ev": -198549.1913, "e_lumo_ev": [-0.07, -0.08], "s2": 8.775, "elements": ["Ho", "Br", "C", "C", "C", "C", "C", "C", "N", "C", "C", "C", "C", "C", "C", "N", "H", "H", "H", "H", "H", "H", "H", "H", "H", "F", "B", "F", "F", "F", "C", "N", "C", "N", "O", "H", "H", "H", "H", "H", "H", "C", "N", "C", "C", "C", "O", "H", "H", "H", "H", "H", "H", "H", "H", "H", "S", "C", "S", "C", "N", "C", "C", "C", "N", "H", "H", "H", "H", "F", "C", "F", "F", "C", "O", "C", "F", "F", "F", "C", "F", "F", "F"], "positions_angstrom": [[10.38, 8.64, 15.17], [8.67, 6.56, 4.99], [9.76, 5.70, 6.26], [11.05, 5.36, 5.92], [11.95, 4.95, 6.94], [11.50, 4.91, 8.26], [10.14, 5.12, 8.63], [9.33, 5.54, 7.60], [12.37, 4.77, 9.35], [13.63, 4.60, 9.30], [14.55, 4.66, 10.48], [15.95, 4.47, 10.39], [16.63, 4.58, 11.62], [16.02, 4.87, 12.79], [14.65, 5.23, 12.73], [13.99, 5.12, 11.62], [11.41, 5.50, 4.90], [12.98, 4.80, 6.73], [9.88, 5.16, 9.70], [8.28, 5.73, 7.74], [14.05, 4.56, 8.28], [16.44, 4.27, 9.41], [17.70, 4.36, 11.57], [16.61, 4.90, 13.73], [14.10, 5.65, 13.60], [12.51, 8.32, 15.64], [13.80, 8.18, 16.41], [13.47, 7.93, 17.73], [14.49, 9.43, 16.31], [14.45, 7.14, 15.71], [8.50, 11.48, 17.88], [9.86, 11.25, 18.27], [10.96, 10.81, 17.59], [12.11, 10.55, 18.31], [10.92, 10.48, 16.38], [8.39, 12.59, 17.84], [8.38, 11.01, 16.88], [7.82, 11.02, 18.61], [10.11, 11.56, 19.21], [12.00, 10.32, 19.25], [12.76, 9.97, 17.83], [5.39, 11.19, 13.91], [6.43, 10.20, 14.09], [6.08, 8.77, 14.06], [7.70, 10.54, 14.17], [8.15, 11.93, 13.88], [8.62, 9.71, 14.44], [5.51, 11.96, 14.65], [4.42, 10.73, 14.06], [5.41, 11.68, 12.92], [6.52, 8.23, 13.20], [5.00, 8.71, 13.92], [6.37, 8.33, 15.00], [8.00, 12.47, 14.79], [7.58, 12.45, 13.04], [9.21, 11.84, 13.71], [10.47, 6.65, 13.16], [10.13, 7.75, 12.10], [10.22, 9.01, 11.27], [11.51, 10.05, 12.22], [12.22, 10.67, 11.25], [13.56, 11.01, 11.49], [14.14, 10.75, 12.75], [13.28, 10.23, 13.70], [11.89, 9.96, 13.46], [11.71, 10.94, 10.40], [14.04, 11.53, 10.64], [15.17, 11.06, 13.01], [13.63, 10.06, 14.72], [10.89, 6.17, 17.94], [9.59, 6.18, 17.49], [9.76, 6.15, 16.03], [8.98, 5.02, 17.83], [8.81, 7.48, 17.80], [9.26, 8.50, 17.02], [8.92, 7.79, 19.32], [10.02, 8.55, 19.63], [7.84, 8.45, 19.84], [9.15, 6.70, 20.12], [7.29, 7.15, 17.54], [6.56, 8.31, 17.45], [6.74, 6.27, 18.44], [7.22, 6.44, 16.33]]}

=====

3.
{"formula": "C27H28BrCoN3O2P2", "method": "ωB97M-V with the def2-TZVPD basis set", "largest_force_ha_per_bohr": 0.0103, "e_above_lowest_kj_mol": 0.00, "gap_ha": 0.2652, "charge": 1, "e_tot_ev": -163260.2855, "e_lumo_ev": -2.89, "elements": ["Co", "Br", "C", "C", "C", "C", "C", "C", "N", "N", "C", "C", "C", "C", "O", "C", "N", "C", "C", "C", "C", "H", "H", "H", "H", "H", "H", "H", "H", "H", "C", "P", "C", "C", "C", "C", "C", "C", "C", "P", "C", "C", "H", "H", "H", "H", "H", "H", "H", "H", "H", "H", "H", "H", "H", "H", "H", "H", "C", "C", "O", "H", "H", "H"], "positions_angstrom": [[-0.34, 1.37, -0.92], [2.06, -4.18, 2.11], [0.28, -3.77, 2.58], [-0.72, -3.87, 1.62], [-2.01, -3.51, 1.94], [-2.31, -3.06, 3.23], [-1.32, -3.05, 4.20], [-0.01, -3.38, 3.88], [-3.64, -2.69, 3.64], [-4.32, -1.88, 3.00], [-3.75, -1.17, 1.89], [-4.37, -1.23, 0.68], [-3.82, -0.65, -0.48], [-2.63, 0.04, -0.40], [-2.02, 0.61, -1.42], [-2.03, 0.19, 0.88], [-0.88, 0.94, 0.90], [-0.32, 1.20, 2.06], [-0.84, 0.73, 3.27], [-1.95, -0.06, 3.27], [-2.58, -0.37, 2.04], [-0.48, -4.23, 0.63], [-2.79, -3.58, 1.20], [-1.58, -2.77, 5.22], [0.76, -3.35, 4.63], [-5.30, -1.79, 0.60], [-4.33, -0.74, -1.43], [0.56, 1.82, 2.05], [-0.35, 1.00, 4.20], [-2.37, -0.43, 4.20], [2.04, 3.89, -1.03], [1.80, 2.12, -0.70], [2.78, 1.85, 0.81], [2.83, 1.27, -1.95], [4.11, 1.71, -2.27], [4.88, 1.01, -3.17], [4.39, -0.14, -3.77], [3.11, -0.59, -3.46], [2.33, 0.12, -2.55], [0.63, -0.36, -2.12], [-0.22, -0.63, -3.69], [0.74, -2.01, -1.37], [3.09, 4.16, -1.01], [1.52, 4.46, -0.25], [1.61, 4.15, -2.00], [3.83, 2.02, 0.60], [2.65, 0.82, 1.16], [2.47, 2.54, 1.60], [4.52, 2.61, -1.81], [5.88, 1.36, -3.42], [4.99, -0.69, -4.48], [2.73, -1.48, -3.93], [0.22, -1.45, -4.26], [-0.18, 0.29, -4.28], [-1.27, -0.84, -3.47], [1.29, -2.70, -2.01], [-0.27, -2.39, -1.23], [1.24, -1.95, -0.40], [-1.98, 4.01, -0.48], [-1.13, 3.00, -1.14], [-0.75, 2.88, -2.28], [-2.65, 4.49, -1.20], [-1.32, 4.77, -0.06], [-2.53, 3.55, 0.33]]}

=====

4.
{"formula": "C27H28CaN9O8S", "method": "ωB97M-V with the def2-TZVPD basis set", "largest_force_ha_per_bohr": 0.0203, "e_above_lowest_kj_mol": 0.00, "gap_ha": 0.2982, "charge": -1, "e_tot_ev": -87524.9760, "e_lumo_ev": 2.52, "elements": ["Ca", "O", "N", "N", "O", "C", "C", "C", "C", "C", "C", "H", "H", "H", "H", "H", "C", "C", "N", "C", "C", "N", "C", "O", "O", "C", "O", "O", "H", "H", "H", "H", "H", "N", "C", "C", "C", "C", "C", "C", "S", "O", "O", "N", "C", "N", "C", "C", "C", "N", "H", "H", "H", "H", "H", "H", "H", "H", "H", "C", "C", "C", "C", "C", "N", "H", "H", "H", "H", "H", "H", "H", "H", "H"], "positions_angstrom": [[0.33, 0.85, 0.07], [-1.78, 1.00, -0.87], [-1.84, 1.15, -2.15], [-0.77, 1.61, -2.67], [0.31, 1.90, -2.01], [-0.76, 1.76, -4.09], [-1.93, 2.00, -4.79], [-1.89, 2.14, -6.17], [-0.68, 2.04, -6.85], [0.49, 1.79, -6.14], [0.46, 1.66, -4.76], [-2.86, 2.09, -4.25], [-2.80, 2.34, -6.72], [-0.65, 2.15, -7.92], [1.43, 1.71, -6.66], [1.35, 1.47, -4.17], [0.55, 4.97, -0.44], [0.32, 4.33, 0.89], [0.14, 3.05, 1.09], [-0.08, 2.87, 2.43], [-0.04, 4.10, 3.06], [0.21, 5.00, 2.05], [-0.19, 4.62, 4.44], [-0.39, 3.75, 5.39], [-0.10, 5.82, 4.63], [-0.37, 1.52, 3.01], [-0.48, 1.44, 4.26], [-0.50, 0.57, 2.21], [0.96, 4.22, -1.12], [1.24, 5.81, -0.36], [-0.39, 5.32, -0.86], [0.29, 5.99, 2.22], [-0.41, 2.78, 5.00], [2.24, -5.18, 4.12], [2.44, -4.03, 3.34], [3.60, -3.89, 2.58], [3.82, -2.73, 1.84], [2.88, -1.71, 1.87], [1.72, -1.84, 2.63], [1.51, -3.00, 3.36], [3.14, -0.25, 0.91], [2.48, 0.83, 1.63], [4.55, -0.12, 0.68], [2.26, -0.34, -0.41], [2.19, -1.38, -1.25], [1.21, -1.26, -2.17], [1.04, -2.25, -3.02], [1.83, -3.40, -3.00], [2.82, -3.42, -2.03], [3.03, -2.44, -1.17], [2.71, -6.00, 3.76], [1.28, -5.37, 4.32], [4.34, -4.68, 2.57], [4.71, -2.61, 1.24], [1.00, -1.04, 2.66], [0.61, -3.09, 3.96], [0.24, -2.13, -3.75], [1.67, -4.21, -3.69], [3.49, -4.28, -1.94], [-4.08, -1.52, -0.46], [-3.27, -1.59, 0.84], [-3.62, -2.86, 1.63], [-3.55, -0.35, 1.69], [-1.85, -1.67, 0.48], [-0.75, -1.85, 0.20], [-5.14, -1.48, -0.22], [-3.90, -2.40, -1.09], [-3.80, -0.63, -1.02], [-4.67, -2.83, 1.92], [-3.01, -2.93, 2.54], [-3.45, -3.76, 1.03], [-4.62, -0.30, 1.90], [-3.26, 0.55, 1.15], [-2.99, -0.38, 2.63]]}

=====

5.
{"formula": "C27H28F3MnN6O4S2", "method": "ωB97M-V with the def2-TZVPD basis set", "largest_force_ha_per_bohr": 0.0204, "e_above_lowest_kj_mol": 6.35, "gap_ha": [0.2783, 0.2784], "charge": -1, "spin_multiplicity": 2, "e_tot_ev": -106730.5073, "e_lumo_ev": [2.60, 2.61], "s2": 1.231, "elements": ["Mn", "C", "N", "C", "C", "C", "C", "C", "N", "C", "C", "C", "C", "C", "C", "H", "H", "H", "H", "H", "H", "H", "H", "H", "H", "H", "N", "C", "C", "C", "C", "C", "C", "S", "O", "O", "N", "C", "S", "C", "C", "N", "H", "H", "H", "H", "H", "H", "H", "H", "F", "C", "F", "F", "C", "O", "O", "C", "C", "C", "C", "N", "H", "H", "H", "H", "H", "H", "H", "H", "H"], "positions_angstrom": [[-0.54, -0.07, 0.23], [1.13, 2.04, 1.95], [-0.04, 1.72, 1.14], [-0.79, 2.69, 0.73], [-1.88, 2.38, -0.11], [-2.94, 3.12, -0.65], [-3.72, 2.21, -1.36], [-3.10, 0.96, -1.23], [-2.00, 1.07, -0.47], [0.74, 2.39, 3.37], [1.29, 3.49, 4.02], [0.94, 3.78, 5.33], [0.03, 2.98, 6.00], [-0.53, 1.89, 5.35], [-0.18, 1.59, 4.04], [1.71, 2.85, 1.49], [1.77, 1.16, 1.97], [-0.58, 3.72, 1.02], [-3.10, 4.18, -0.53], [-4.62, 2.41, -1.92], [-3.38, 0.01, -1.66], [2.00, 4.12, 3.49], [1.37, 4.64, 5.82], [-0.26, 3.21, 7.02], [-1.25, 1.26, 5.86], [-0.62, 0.75, 3.52], [2.68, -2.01, -6.85], [2.53, -1.16, -5.74], [1.25, -0.89, -5.24], [1.09, -0.04, -4.17], [2.21, 0.55, -3.58], [3.48, 0.29, -4.07], [3.64, -0.56, -5.15], [1.97, 1.57, -2.15], [0.99, 2.57, -2.49], [3.28, 1.98, -1.71], [1.29, 0.57, -1.10], [2.02, -0.19, -0.27], [3.73, -0.51, -0.17], [3.42, -1.57, 1.18], [2.10, -1.60, 1.47], [1.33, -0.81, 0.66], [1.94, -2.69, -6.94], [3.58, -2.46, -6.89], [0.39, -1.36, -5.69], [0.11, 0.15, -3.76], [4.33, 0.75, -3.59], [4.63, -0.77, -5.53], [4.22, -2.10, 1.67], [1.63, -2.17, 2.25], [-1.13, -2.42, -3.58], [-0.46, -3.21, -2.72], [-1.13, -4.38, -2.67], [0.74, -3.46, -3.26], [-0.32, -2.61, -1.28], [-0.82, -1.45, -1.17], [0.22, -3.34, -0.47], [-3.30, -1.99, 0.76], [-2.33, -1.67, 1.90], [-3.11, -1.11, 3.09], [-1.57, -2.93, 2.33], [-1.33, -0.68, 1.58], [-3.97, -2.81, 1.06], [-2.77, -2.27, -0.14], [-3.91, -1.11, 0.54], [-3.89, -1.82, 3.41], [-3.60, -0.17, 2.82], [-2.44, -0.92, 3.94], [-2.29, -3.72, 2.58], [-0.96, -2.72, 3.22], [-0.92, -3.28, 1.53]]}

=====

6.
{"formula": "C27H28N2SiTi", "method": "ωB97M-V with the def2-TZVPD basis set", "largest_force_ha_per_bohr": 0.0518, "e_above_lowest_kj_mol": 59.22, "gap_ha": [0.2142, 0.2093], "charge": 1, "spin_multiplicity": 2, "e_tot_ev": -62420.4365, "e_lumo_ev": [-4.00, -4.05], "s2": 0.759, "elements": ["C", "C", "C", "H", "C", "C", "H", "H", "H", "H", "Ti", "C", "H", "H", "H", "Si", "C", "C", "H", "C", "H", "C", "H", "C", "H", "C", "H", "C", "C", "H", "C", "H", "C", "H", "C", "H", "C", "H", "H", "H", "N", "C", "C", "C", "C", "C", "C", "C", "C", "N", "C", "H", "H", "H", "H", "H", "H", "H", "H"], "positions_angstrom": [[1.15, 2.45, 0.96], [0.07, 2.68, 0.03], [-1.15, 2.79, 0.78], [0.17, 2.83, -1.05], [-0.83, 2.68, 2.17], [0.59, 2.45, 2.29], [1.15, 2.43, 3.22], [2.21, 2.40, 0.69], [-2.13, 2.98, 0.36], [-1.52, 2.83, 2.98], [-0.21, 0.78, 1.24], [-1.48, -1.96, -3.42], [-2.22, -1.23, -3.05], [-1.96, -2.57, -4.21], [-0.62, -1.45, -3.87], [-0.44, -0.33, -1.17], [1.26, -0.51, -1.98], [2.03, 0.63, -2.26], [1.67, 1.63, -1.99], [3.27, 0.53, -2.91], [3.85, 1.44, -3.11], [3.75, -0.73, -3.31], [4.70, -0.80, -3.82], [3.00, -1.88, -3.03], [3.36, -2.86, -3.35], [1.78, -1.77, -2.34], [1.21, -2.67, -2.11], [-1.45, 0.89, -2.18], [-0.99, 1.39, -3.41], [0.01, 1.15, -3.76], [-1.85, 2.12, -4.24], [-1.49, 2.45, -5.22], [-3.15, 2.39, -3.83], [-3.84, 2.92, -4.50], [-3.61, 1.96, -2.58], [-4.63, 2.17, -2.25], [-2.76, 1.22, -1.75], [-3.12, 0.86, -0.79], [-1.15, -1.62, -0.79], [-1.14, -2.61, -2.58], [1.55, -0.44, 1.47], [1.18, -1.46, 2.44], [1.85, -2.67, 2.51], [1.59, -3.52, 3.60], [0.73, -3.13, 4.60], [-0.03, -1.92, 4.51], [-0.86, -1.42, 5.54], [-1.58, -0.25, 5.33], [-1.55, 0.35, 4.07], [-0.67, -0.04, 3.12], [0.14, -1.14, 3.34], [2.38, 0.09, 1.79], [1.88, -0.82, 0.56], [2.55, -2.91, 1.71], [2.12, -4.47, 3.66], [0.56, -3.73, 5.50], [-0.91, -1.96, 6.48], [-2.20, 0.20, 6.10], [-2.20, 1.20, 3.84]]}

=====

7.
{"formula": "C27H28NO3", "method": "ωB97M-V with the def2-TZVPD basis set", "smiles": "COc1ccc(/C=C/[C@@H](C/C(=[NH+]/C(C)=O)c2ccccc2)c2ccc(OC)cc2)cc1", "largest_force_ha_per_bohr": 0.0489, "e_above_lowest_kj_mol": 0.00, "gap_ha": 0.1779, "charge": 1, "e_tot_ev": -36078.1026, "e_lumo_ev": -5.01, "elements": ["C", "O", "C", "C", "C", "C", "C", "C", "C", "C", "C", "N", "C", "C", "O", "C", "C", "C", "C", "C", "C", "C", "C", "C", "C", "O", "C", "C", "C", "C", "C", "H", "H", "H", "H", "H", "H", "H", "H", "H", "H", "H", "H", "H", "H", "H", "H", "H", "H", "H", "H", "H", "H", "H", "H", "H", "H", "H", "H"], "positions_angstrom": [[1.39, 13.67, 0.47], [0.51, 12.92, -0.38], [0.08, 11.70, 0.01], [-0.80, 11.02, -0.88], [-1.21, 9.75, -0.59], [-0.78, 9.07, 0.57], [-1.18, 7.70, 0.79], [-0.67, 6.88, 1.73], [-1.34, 5.57, 2.12], [-0.87, 4.48, 1.23], [-1.38, 3.07, 1.44], [-2.64, 2.77, 1.05], [-3.39, 1.71, 1.66], [-4.59, 1.31, 0.87], [-3.05, 1.20, 2.71], [-0.51, 2.01, 1.81], [0.55, 2.24, 2.73], [1.42, 1.21, 3.07], [1.28, -0.06, 2.50], [0.27, -0.29, 1.56], [-0.59, 0.73, 1.19], [-1.25, 5.34, 3.63], [-2.36, 4.87, 4.32], [-2.36, 4.73, 5.70], [-1.17, 4.97, 6.42], [-1.17, 4.58, 7.73], [0.09, 4.46, 8.42], [-0.05, 5.51, 5.75], [-0.10, 5.66, 4.36], [0.02, 9.78, 1.50], [0.44, 11.08, 1.24], [1.62, 14.56, -0.13], [0.89, 13.95, 1.40], [2.32, 13.12, 0.70], [-1.10, 11.55, -1.79], [-1.86, 9.22, -1.29], [-1.95, 7.31, 0.11], [0.29, 7.15, 2.18], [-2.42, 5.69, 1.91], [0.22, 4.40, 1.26], [-1.15, 4.80, 0.21], [-3.17, 3.43, 0.49], [-4.39, 1.38, -0.21], [-4.83, 0.27, 1.14], [-5.44, 1.94, 1.14], [0.64, 3.23, 3.17], [2.22, 1.41, 3.78], [1.96, -0.86, 2.77], [0.16, -1.27, 1.08], [-1.33, 0.57, 0.40], [-3.27, 4.62, 3.77], [-3.25, 4.42, 6.25], [-0.18, 3.97, 9.36], [0.80, 3.84, 7.86], [0.53, 5.44, 8.63], [0.85, 5.80, 6.31], [0.79, 6.04, 3.85], [0.33, 9.29, 2.42], [1.04, 11.63, 1.98]]}

=====

> Which formula does entry 5 have?

C27H28F3MnN6O4S2